C20H20N2O4 | ωB97M-V/def2-TZVPD

Positions of all 46 atoms, in Å:
1 C 1.1559 -1.4068 -0.1399
2 H 2.9626 -3.2261 0.1532
3 H -2.8791 -2.5713 0.1683
4 H -8.6202 1.5526 -0.0152
5 C -0.0566 2.1234 -0.8291
6 C -2.0222 0.0645 0.4405
7 O -6.7081 0.9821 0.0912
8 C 5.2925 -0.9186 -0.1066
9 C 6.7761 1.6073 1.3344
10 H -7.0326 -1.7209 -0.1719
11 C -3.4025 -0.4767 0.2551
12 C 4.7521 -2.2533 0.0473
13 H -1.3583 -1.4514 -0.7352
14 H 4.6014 2.2692 0.2533
15 N -1.0793 -0.5754 -0.3165
16 C 3.0833 0.0552 -0.2774
17 C 2.5375 -1.2354 -0.1253
18 C -4.4485 0.4309 0.2571
19 H -5.1923 -3.3154 -0.1200
20 H 7.8583 1.6269 1.4440
21 H -8.3904 -0.0291 0.7686
22 H 6.3745 0.7226 1.8395
23 C 4.5181 0.1810 -0.2405
24 H 5.0838 1.8714 -1.4157
25 H 0.5250 2.9565 -1.2144
26 C 0.3049 -0.3277 -0.3091
27 H 6.3686 -0.8385 -0.1109
28 H -0.5796 2.4419 0.0722
29 H 0.7452 -2.3985 -0.0078
30 H -8.2467 0.1220 -1.0069
31 H 6.3466 2.5039 1.7993
32 H -0.8121 1.8452 -1.5629
33 C 5.1514 1.5483 -0.3703
34 C -5.7667 0.0048 0.0943
35 C -8.0609 0.6192 -0.0494
36 N 3.3704 -2.3060 0.0384
37 H -4.2481 1.4828 0.3839
38 C 2.2006 1.1192 -0.4898
39 C -4.9778 -2.2612 -0.0249
40 O 5.4000 -3.2738 0.1853
41 H 2.6012 2.1062 -0.6589
42 C -6.0255 -1.3550 -0.0502
43 C 0.8296 0.9596 -0.5246
44 O -1.7793 0.9952 1.1768
45 C -3.6713 -1.8380 0.1204
46 O 6.5184 1.5871 -0.0496

Values from the calculation:
Energy above the lowest of the compared OMol25 structures with the same formula, charge and spin   22.6 kcal/mol
Kohn-Sham gap   0.3075 hartree
SMILES string   COCc1cc(=O)[nH]c2cc(NC(=O)c3cccc(OC)c3)c(C)cc12

C3H4HgO4 | ωB97M-V/def2-TZVPD

Positions of all 12 atoms, in Å:
1 O -1.6084 1.2905 -0.6292
2 H 1.4937 -0.5807 0.5870
3 H 1.6350 -0.5408 -1.1938
4 C -0.6750 0.4724 -0.4959
5 C 1.6386 0.0767 -0.2835
6 O -0.8203 -0.7667 -0.3737
7 Hg -3.4315 -0.4678 -0.6720
8 O 0.5747 0.9963 -0.4188
9 H 2.9742 1.7479 0.3271
10 H 4.7036 -1.6451 0.9043
11 O 4.0258 0.1704 -0.4189
12 C 2.9813 0.7630 -0.1913

Values from the calculation:
<S²>   0.75
Energy above the lowest of the compared OMol25 structures with the same formula, charge and spin   12.6 kcal/mol
Kohn-Sham gap (spin up / spin down)   0.2606 / 0.2289 hartree
Net charge   -1
Spin multiplicity   2

C24H61CrN5O9 | ωB97M-V/def2-TZVPD

Positions of all 100 atoms, in Å:
1 H -2.1057 -2.4863 1.7707
2 H 5.8062 5.2532 -1.9664
3 H 5.3440 -2.1875 -0.5462
4 H -4.1396 0.8343 4.9666
5 N -4.3055 -1.9756 3.4075
6 H -5.0762 -4.5607 3.1525
7 H 0.7156 -2.7633 3.1406
8 H 1.4490 0.9005 -5.6267
9 Cr -1.0867 -0.7835 -1.3725
10 O -1.4525 -0.2935 0.6602
11 H 0.9332 -4.4888 3.0649
12 C 3.9345 3.5955 -0.7887
13 H 4.2109 5.8258 -1.8614
14 H -6.0120 5.6345 1.5277
15 H 1.7540 2.4589 1.1923
16 C 5.1003 5.6732 -1.2499
17 C -1.4761 -3.0324 -5.2491
18 H 0.6776 1.1850 2.5915
19 C -3.3843 -3.0659 3.4260
20 C -4.0999 1.9952 2.6852
21 H 1.9382 1.4958 -4.0350
22 H -6.8288 2.2555 2.5855
23 N 0.5994 -0.2609 -2.6025
24 H -5.4101 3.9941 1.1897
25 H 5.4617 6.6325 -0.8795
26 H -4.4703 -1.5662 2.4990
27 H -3.2239 1.4283 3.0003
28 C 1.6147 0.6140 -4.5881
29 H -2.0444 -3.5397 -4.4694
30 C -6.3956 2.8591 3.3831
31 C 1.9866 3.4911 0.9302
32 O -1.0910 -1.9396 -4.4692
33 C 0.2119 -1.5098 -4.7611
34 N 1.5951 2.7932 -1.2448
35 H 4.3259 0.2399 -2.1951
36 C 4.1799 -0.5737 -1.4846
37 H 8.3126 0.2646 -0.2952
38 H 1.4437 -0.8122 -2.5443
39 H 1.0001 -0.3508 2.8699
40 O -6.4215 4.1951 2.9366
41 H -3.3612 -5.1479 2.8589
42 H 0.6745 3.1953 -1.1404
43 O -0.5510 -2.7890 -1.6470
44 H -4.6373 1.5642 1.8404
45 H -0.4278 0.5130 -4.2101
46 H -1.6487 -1.9409 3.3797
47 C 3.4336 0.0430 -0.3126
48 H 3.0030 -2.1692 -1.5887
49 H -4.3481 -1.1773 4.0248
50 C 0.1681 0.2290 2.4704
51 H -3.2135 -3.2690 4.4832
52 O -2.3923 -2.4901 -1.0237
53 H 0.9933 0.6257 -2.3217
54 H -1.2821 -5.3657 -0.6748
55 H -2.8693 -5.1003 -1.4688
56 H 4.1573 0.6339 0.2489
57 H 8.1732 -0.5981 -1.7842
58 N 3.2673 -1.4225 -2.2154
59 O 4.6998 4.7095 -0.2816
60 H 0.3385 -3.7283 1.7114
61 C -6.2356 4.5707 1.6071
62 H 3.7240 -1.8820 -2.9903
63 H 4.2248 2.6136 -0.4152
64 H 2.4735 0.4680 -0.6052
65 C 5.4937 -1.2579 -1.0954
66 C 0.4211 -0.1618 -4.1000
67 H 0.8656 -2.3013 -4.3944
68 H -7.1372 2.6496 4.1540
69 H -4.5656 3.0139 4.3790
70 H -3.7723 3.0050 2.4378
71 O 6.4386 -0.4017 -0.4153
72 H 0.2692 -1.4128 -5.8452
73 C 2.3949 3.6936 -0.5973
74 C -5.0396 2.2132 3.8113
75 H -5.5207 1.3401 5.5788
76 H -1.6052 -5.2938 -2.4178
77 C -1.8149 -4.8244 -1.4566
78 H 8.1087 -1.5107 -0.2818
79 H 4.1170 3.4632 -1.8552
80 H 1.9153 2.8540 -2.2007
81 N -5.0736 1.1132 4.7021
82 O 0.4853 -0.6590 0.1937
83 H 2.7805 3.8446 1.5880
84 C -2.0269 -2.7924 2.8139
85 C 7.8029 -0.5798 -0.7592
86 H -0.6557 -3.7500 -5.2605
87 H -7.1425 4.3821 1.0325
88 H 2.4145 -0.1265 -4.5922
89 H -1.9889 -2.8780 -6.1984
90 H -4.2696 -4.1098 1.8015
91 O -1.1061 -3.9431 3.1074
92 H 1.0552 4.0065 1.1646
93 C -1.5904 -3.3591 -1.3318
94 H 3.2499 -0.8566 0.2747
95 H -0.5867 0.1106 3.2478
96 C 0.2471 -3.6854 2.7967
97 C -0.2653 -0.1770 1.0522
98 H 2.1814 4.7225 -0.8870
99 C -4.0588 -4.3104 2.8519
100 H 6.0437 -1.5357 -1.9945

Values from the calculation:
<S²>   3.99
Energy above the lowest of the compared OMol25 structures with the same formula, charge and spin   96.6 kcal/mol
Kohn-Sham gap (spin up / spin down)   0.1845 / 0.2441 hartree
Net charge   +1
Spin multiplicity   4

C14H19AsBF9NO2 | ωB97M-V/def2-TZVPD

Positions of all 47 atoms, in Å:
1 H 3.9226 -1.0825 0.2552
2 F -5.2184 -3.1626 1.1731
3 C 1.3644 -0.9629 -0.5783
4 H -3.6759 3.5702 -1.3881
5 H 5.6381 -0.0425 3.3608
6 B -1.1572 1.7947 -2.4844
7 F -1.1999 -2.1458 -1.9797
8 C 3.2606 -0.7695 1.0576
9 C -1.5308 -0.9457 -1.3954
10 H 0.5094 -0.2646 -2.8776
11 O -1.8107 2.8281 -1.7968
12 C -3.1470 2.6143 -1.3724
13 N 1.3933 3.1094 -1.1805
14 F -3.8611 -1.8504 2.2708
15 C 3.8143 -0.5048 2.3131
16 O -1.3716 1.6979 -3.8491
17 C 2.9661 -0.0926 3.3462
18 H 2.2204 -1.0191 -1.2576
19 H -2.3032 1.7824 -4.0754
20 C -3.5434 -2.0741 -0.0968
21 H -3.1598 2.2316 -0.3504
22 H 5.4946 -1.7239 2.8559
23 C -3.9442 -2.7316 1.2536
24 H -3.6884 1.9224 -2.0231
25 C -2.2008 -1.2806 -0.0547
26 H -0.2280 1.1158 -0.0951
27 H 1.0923 3.7391 -1.9063
28 F -3.4918 -3.0703 -1.0037
29 C 5.2920 -0.6913 2.5571
30 H 0.0046 -0.1175 1.6911
31 F -2.4661 -0.1248 0.6182
32 C 1.8863 -0.6475 0.7902
33 As 0.1470 0.4467 -1.4926
34 F -3.1724 -3.7907 1.5359
35 H 5.8645 -0.4991 1.6505
36 C 1.6000 0.0420 3.1052
37 F -4.5556 -1.2351 -0.4319
38 H 3.3762 0.1202 4.3280
39 F -2.5802 -0.4286 -2.1729
40 H 0.6778 3.0642 -0.4651
41 H 2.6137 1.3938 -1.2399
42 F -1.3382 -2.0202 0.6969
43 H 0.9547 0.3721 3.9100
44 C 1.6962 1.7744 -1.7018
45 H 1.8871 1.8413 -2.7775
46 C 1.0659 -0.2299 1.8493
47 H 0.9022 -1.9522 -0.5720

Values from the calculation:
Kohn-Sham gap   0.2412 hartree
Net charge   -1

C45H37BF5N13PPbS4 | ωB97M-V/def2-TZVPD

Positions of all 107 atoms, in Å:
1 C 4.5446 -3.7623 -0.5697
2 H -0.7641 4.2292 -3.8086
3 C -1.3643 4.3930 -0.8835
4 C 3.4770 2.7855 0.6092
5 H -0.8885 1.3724 4.5792
6 C 2.1625 2.6993 0.1465
7 H -4.6168 1.1850 6.6923
8 H -0.3318 -4.6785 -4.2769
9 C 0.2975 5.9237 -0.0296
10 H 0.3173 -3.6893 -0.1450
11 H -0.0474 -5.8318 -1.8017
12 C 6.3046 -4.9690 1.6730
13 C -4.0440 1.4533 3.3769
14 H 2.5521 3.0798 -3.0520
15 S -2.5414 -1.6860 -0.3091
16 C 0.1711 -3.7012 -1.2122
17 H 3.6840 2.7107 1.6679
18 C -4.1800 -2.1334 1.8133
19 H 4.9515 3.1677 -2.4009
20 B -0.0749 -1.8482 -4.3431
21 C 1.0824 2.5610 1.1353
22 C 2.8454 2.9783 -2.0113
23 C 5.9774 -6.2692 3.6747
24 H -2.2958 -1.4062 -6.0641
25 F -5.2022 -1.8623 0.9781
26 C -2.6729 1.2615 5.7793
27 S 3.5110 -2.5477 -1.2860
28 H 3.1896 0.6056 -2.3098
29 C -3.9707 1.6985 1.0119
30 H 1.1488 3.2234 2.0041
31 C -2.3762 -0.9544 -5.0905
32 N -0.6750 1.6308 2.1056
33 N 3.5763 -2.7075 1.2688
34 H 1.2778 6.3775 -0.1167
35 H 6.3587 -6.9607 4.4152
36 Pb -0.1243 -0.2959 -1.0802
37 F -1.2045 -2.9347 4.4807
38 C -3.4981 -2.6782 4.0420
39 C -2.6462 1.4598 3.3807
40 H -0.0568 -2.4005 -5.4029
41 H -3.0821 4.8878 -3.1162
42 C -0.1603 -4.2236 -3.3166
43 C -1.9521 1.6135 2.0946
44 C 4.1732 -4.9440 2.8009
45 C 4.6698 -5.8128 3.7565
46 F -3.7960 -2.9385 5.3242
47 C 4.1812 3.0460 -1.6520
48 N 1.4706 -0.3212 -3.0442
49 N -4.6893 1.5366 2.1509
50 C 4.5009 2.9286 -0.3067
51 S 5.4569 -4.8475 -1.4224
52 C -4.0646 1.2750 5.7662
53 H -5.6811 1.3758 2.1114
54 N -1.6783 -0.3523 -3.0953
55 H -2.1464 1.1615 6.7189
56 C -2.1843 -2.6635 3.6077
57 H 7.8247 -6.1530 2.5956
58 H -0.1446 6.8693 1.8480
59 N 1.8566 2.7835 -1.1472
60 C -4.4992 -2.4329 3.1202
61 H -4.5448 1.7533 0.0908
62 C -3.4072 -0.2437 -4.5094
63 H -4.1406 4.0814 -1.9328
64 N 0.1424 -2.5703 -1.9038
65 N -0.0532 -2.8907 -3.1957
66 H -5.8351 1.3583 4.5614
67 C -1.9692 1.3657 4.5953
68 H -4.3731 -0.0298 -4.9312
69 H 6.9401 -4.6288 0.8717
70 C 6.7926 -5.8308 2.6430
71 H 3.1637 -4.5636 2.8584
72 N 1.1910 -0.9833 -4.1798
73 H -3.8114 3.3086 -3.4942
74 C -1.7435 5.6014 1.1832
75 C -2.1614 4.6950 0.2231
76 P -1.9216 3.0219 -1.9722
77 C -2.8601 -2.0654 1.3372
78 C 3.0211 -1.9942 0.3495
79 C -0.8236 3.2008 -3.4466
80 H 4.2938 -0.1346 -4.6905
81 H 0.1681 2.8248 -3.1987
82 H 0.4836 4.8528 -1.8660
83 H -3.3810 0.6482 -2.4456
84 C -3.3834 3.9247 -2.7012
85 C -0.4938 6.1965 1.0747
86 H 4.0312 -6.1328 4.5694
87 C 2.2674 -0.9816 -4.9859
88 C -1.8814 -2.3862 2.2898
89 S 2.0618 -0.6270 0.6657
90 C -0.1445 5.0480 -1.0119
91 H 2.2347 -1.4690 -5.9452
92 H -3.1097 4.1903 0.3449
93 N -1.3564 -1.0098 -4.2166
94 N -2.7007 1.8097 0.9475
95 H -1.2389 2.5620 -4.2283
96 C -2.9130 0.1068 -3.2475
97 H -2.3825 5.8215 2.0300
98 H 5.5333 2.9539 0.0169
99 F -5.7870 -2.4713 3.5092
100 N 0.1248 1.7347 1.0330
101 C -4.7522 1.3741 4.5730
102 F -0.6003 -2.4698 1.9190
103 C 4.9849 -4.5424 1.7437
104 C -0.0202 -4.7900 -2.0646
105 N 4.4269 -3.6640 0.7791
106 C 3.2881 -0.3039 -4.3503
107 C 2.7306 0.0807 -3.1271

Values from the calculation:
Energy above the lowest of the compared OMol25 structures with the same formula, charge and spin   17.8 kcal/mol
Kohn-Sham gap   0.2371 hartree
Net charge   -1

C18H29N3OS | ωB97M-V/def2-TZVPD

Positions of all 52 atoms, in Å:
1 S -3.3061 2.2763 -0.0659
2 C -4.2429 -2.2057 -0.3996
3 H 1.0505 3.7316 0.9046
4 N -4.1600 -0.0144 0.7943
5 H -5.0286 0.4906 0.7002
6 H 1.7348 3.8083 -1.5746
7 C 4.2160 -0.7518 0.2201
8 H 4.1177 1.3471 -0.0078
9 H -5.4339 -2.3283 -2.1963
10 H 3.8438 0.7602 1.6513
11 H -6.3694 -1.9979 -0.7377
12 H -5.1782 -1.6622 1.4733
13 H -0.1468 -0.2621 -1.8321
14 H -1.8016 -0.8460 0.6944
15 N 2.1810 0.5416 0.4551
16 H 4.6187 -3.7848 1.0337
17 C 0.2592 -0.1336 -0.8276
18 H -0.9557 1.6456 -0.5788
19 C 3.6270 0.5673 0.5962
20 H -5.3931 -0.7221 -1.4779
21 H 5.7437 -3.1621 -1.3684
22 H 2.2997 -0.3941 -1.3806
23 H 0.2343 2.9880 -1.2132
24 C 1.8655 1.6694 -1.7491
25 H -3.4027 -4.0143 0.4514
26 H -3.4229 -1.8011 1.5697
27 H 5.2031 -0.5354 -1.7142
28 C 5.2039 -2.5222 -0.7010
29 H -0.5538 1.9977 1.7609
30 C 4.6510 -2.8591 0.4941
31 C 0.0204 1.1926 1.3001
32 N -1.8958 0.0659 0.2718
33 C -3.0878 0.6868 0.3528
34 H 1.9074 1.7258 2.1258
35 C -4.2485 -1.4481 0.9410
36 H 1.3889 1.5235 -2.7195
37 H 0.3016 -1.1149 -0.3468
38 C -0.6582 0.7673 -0.0054
39 O 4.0534 -1.7967 1.0573
40 C -4.2629 -3.7093 -0.1409
41 C 1.3125 2.9288 -1.0806
42 H -3.3240 -1.9486 -0.9376
43 H 2.7075 3.2730 0.5196
44 H -5.1665 -3.9894 0.3964
45 C 4.9190 -1.1465 -0.8815
46 C 1.6978 0.3918 -0.9067
47 H 0.0180 0.3362 1.9803
48 H -4.2409 -4.2546 -1.0808
49 H 2.9352 1.8053 -1.9295
50 C 1.4801 1.6261 1.1191
51 C 1.6608 2.9771 0.4068
52 C -5.4354 -1.7854 -1.2544

Values from the calculation:
Energy above the lowest of the compared OMol25 structures with the same formula, charge and spin   0.0 kcal/mol
Kohn-Sham gap   0.3159 hartree
SMILES string   CC(C)CNC(=S)N[C@@H]1C[C@H]2CCC[C@@H](C1)N2Cc1ccco1

C20H60F6O10P | ωB97M-V/def2-TZVPD

Positions of all 97 atoms, in Å:
1 H -3.6665 -4.1409 3.8533
2 H -0.8649 -1.8596 -0.8328
3 C 0.6044 0.2175 4.6225
4 H -2.1277 -0.4939 -2.3887
5 O -0.8205 3.9538 0.9130
6 H -1.4524 3.2565 0.7046
7 C 3.1815 4.5810 -0.3766
8 H 3.4321 6.4773 0.6439
9 H -0.3760 0.2287 4.1333
10 H -2.2225 -5.0757 1.6084
11 H 3.9379 4.7996 -1.1391
12 C -3.7993 0.6813 2.4964
13 H 1.6267 0.7868 3.1213
14 H -5.4954 -0.4844 1.7447
15 H 2.1150 -4.7199 1.6930
16 C 5.4264 -0.7627 -1.0696
17 H 5.2886 -1.6447 -0.4388
18 H 1.7355 -2.6933 -0.5519
19 H -3.0941 -0.5821 -3.8369
20 F -0.1274 1.3788 1.7229
21 C -0.1937 2.9076 -4.7151
22 H 2.6373 -4.2394 -0.9033
23 H 2.2603 -1.1524 4.8698
24 H -4.2654 0.0271 0.4984
25 H -0.9950 -2.8138 1.8347
26 C -4.7900 0.2838 1.4173
27 F -0.7160 -0.6917 0.8241
28 H -1.2451 2.6644 -4.5592
29 F 1.3555 1.7093 0.0973
30 H 6.3724 -0.3225 -0.7483
31 H -1.5102 -2.7679 -2.9659
32 P 0.2922 0.5113 0.4067
33 H -0.0950 3.9965 -4.7599
34 C -2.5878 -4.2706 2.2408
35 H 0.0468 2.5347 -5.7131
36 H -1.9233 0.7143 -3.6364
37 H -3.3887 -3.2437 0.5435
38 H 2.3898 3.7637 -4.0526
39 O 1.5134 1.1271 4.0201
40 C 1.5525 -4.0644 1.0225
41 H 1.9924 5.0841 1.8073
42 C -2.0899 -0.3534 -3.4722
43 H 4.4742 0.9771 -1.7544
44 F -0.8635 1.2284 -0.4406
45 H -2.0804 -2.3086 3.0740
46 H 0.6138 1.3244 -3.5701
47 C -4.4639 1.2571 3.7417
48 H -0.3734 -3.2766 -0.5268
49 H 3.5106 1.3553 0.4678
50 O 1.6215 5.6501 1.1237
51 H 2.2225 6.4592 -0.6748
52 H 1.2441 -3.2338 1.6639
53 H -5.0195 2.1821 3.5865
54 C -3.7749 -3.6532 1.4898
55 H 3.3134 -0.2001 -1.1534
56 C 2.2028 2.6857 -4.0585
57 H 2.3264 2.4286 -5.1154
58 O -3.1849 -4.8567 3.4283
59 H -0.8467 -3.4364 3.4097
60 C 4.2966 0.2371 -0.9653
61 C -1.6022 -3.1995 2.6548
62 H 0.2588 -5.5067 1.0575
63 H -0.6585 0.0538 -5.6903
64 C 1.1899 -1.1908 4.6780
65 O 4.2908 0.8061 0.3346
66 F 0.7739 -0.2662 -0.9280
67 H -4.4944 -4.3992 1.1584
68 H -4.2282 -2.7781 1.9582
69 H -5.4671 1.1068 1.1597
70 H 2.4199 3.9427 -0.8173
71 O 0.5149 3.0695 -2.4033
72 H 2.9652 2.2057 -3.4483
73 O -0.9372 -2.7746 -1.1357
74 H -1.8860 -1.1146 -6.1605
75 H -3.6744 1.4806 4.4615
76 H -0.1818 -1.6471 -6.0187
77 H -2.0314 1.5479 2.2440
78 C 2.6452 5.8941 0.1548
79 H 0.4555 2.4008 -1.7071
80 H -0.0800 3.4966 1.3151
81 H -0.0895 -1.1624 -3.6188
82 C -0.9548 -0.9955 -5.6092
83 H 1.1158 -1.5992 3.6635
84 C 0.7540 2.4088 -3.6274
85 C 2.3510 -3.5004 -0.1599
86 H 5.5568 -1.1386 -2.0856
87 C -1.0583 -1.2672 -4.1206
88 H 0.3804 0.5846 5.6274
89 H 0.5951 -1.8279 5.3319
90 F 1.3991 -0.2311 1.3373
91 O -1.4831 -2.6162 -3.9254
92 O 0.4441 -4.7933 0.4401
93 H -5.1704 0.5149 4.1247
94 H -3.2796 -0.2405 2.7843
95 H 3.2831 -3.0720 0.2174
96 O -2.9348 1.6439 1.9201
97 H 3.6859 4.0363 0.4275

Values from the calculation:
Energy above the lowest of the compared OMol25 structures with the same formula, charge and spin   0.0 kcal/mol
Kohn-Sham gap   0.3604 hartree
Net charge   -1